Formula: CH8BCsO
Source: the Open Molecules 2025 dataset
Level of theory: ωB97M-V/def2-TZVPD

Computed properties:
net charge = 0
energy above the lowest of the compared OMol25 structures with the same formula, charge and spin = 0.00 kJ/mol
orbital gap = 8.2408 eV

Geometry (Å):
1 B -1.43790 0.82070 0.57881
2 H -1.06241 0.76503 -0.57979
3 C 1.16397 -1.55185 -0.38328
4 H 1.19959 -1.91336 0.64918
5 H 1.97264 -2.03610 -0.93262
6 H -0.68512 0.21262 1.30638
7 H 0.45636 0.21536 -0.21201
8 O 1.32972 -0.15162 -0.47223
9 H -1.42134 1.99676 0.87872
10 H -2.57397 0.43691 0.67289
11 H 0.20979 -1.86522 -0.81727
12 Cs 0.84867 3.07078 -0.68879

Force components x, y, z for each atom (eV/Å):
B -0.10 0.26 0.12
H 0.03 -0.08 -0.53
C 0.07 -0.37 -0.06
H -0.03 0.14 0.02
H -0.01 0.08 -0.03
H 0.16 -0.12 0.12
H 0.07 -0.30 0.11
O -0.02 0.45 -0.05
H 0.13 0.60 0.19
H -0.09 -0.17 -0.08
H 0.04 0.02 0.00
Cs -0.26 -0.52 0.20

Taken from the Löwdin analysis, the atomic charges in e are: -0.48, -0.07, -0.17, 0.08, 0.07, -0.03, -0.09, -0.26, -0.11, -0.05, 0.09, 1.02